No. 1
This record from the Open Molecules 2025 dataset describes C4H9NO in the gas phase. The level of theory is the ωB97M-V functional and the def2-TZVPD basis.

The geometry in XYZ format:
```
15
Properties=species:S:1:pos:R:3:forces:R:3
C 0.9880 -0.4174 1.3794 0.053 -0.037 0.111
N 0.2160 -0.3279 0.1585 -0.001 0.065 -0.091
C 1.0169 -0.2558 -1.0489 0.013 -0.045 -0.239
C -0.8382 0.6624 0.1553 -0.069 0.052 0.029
C -2.0067 0.1417 -0.6677 -0.307 0.347 -0.163
O -2.7923 0.8313 -1.2718 0.440 -0.366 0.326
H 1.6218 0.4617 1.5923 -0.085 -0.040 -0.100
H 1.6362 -1.2981 1.3221 -0.053 0.146 0.037
H 0.3059 -0.5611 2.2234 0.126 0.034 -0.086
H 1.7892 -1.0319 -1.0322 -0.145 0.120 -0.003
H 0.3801 -0.4323 -1.9301 0.178 0.051 0.237
H 1.5096 0.7263 -1.1923 -0.065 -0.170 0.121
H -0.5406 1.6597 -0.2183 0.001 -0.206 0.036
H -1.2083 0.8104 1.1793 -0.012 -0.097 -0.141
H -2.0775 -0.9690 -0.6490 -0.074 0.146 -0.075
```
Forces are in eV/Å.

Properties
- E: -7830.597 eV
- Frontier orbital gap: 0.363 Ha
- HOMO: -8.92 eV
- SMILES string: CN(C)CC=O
- Relative energy (zero: lowest compared OMol25 entry of this formula, charge and spin): 1.723 eV
- Charge: 0
- 2S+1: 1

=====

No. 2
This record from the Open Molecules 2025 dataset describes C4H5NO in the gas phase. The level of theory is the ωB97M-V functional and the def2-TZVPD basis.

The geometry in XYZ format:
```
11
Properties=species:S:1:pos:R:3:forces:R:3
C -1.5117 0.0162 0.1283 -0.063 0.003 0.013
C -0.0210 -0.0232 0.0061 0.134 -0.150 0.026
C 0.8331 -1.0619 0.1817 -0.177 0.068 -0.002
O 2.1013 -0.6771 -0.0199 0.023 -0.186 0.038
N 2.1192 0.6574 -0.3427 -0.316 0.214 -0.018
C 0.8706 1.0387 -0.3258 0.140 0.054 -0.031
H -1.9088 -0.9736 0.3710 0.060 0.147 -0.041
H -1.8256 0.7068 0.9185 0.046 -0.101 -0.116
H -1.9776 0.3473 -0.8060 0.072 -0.057 0.138
H 0.6892 -2.1018 0.4431 0.018 0.160 -0.039
H 0.6313 2.0710 -0.5543 0.063 -0.153 0.033
```
Forces are in eV/Å.

Properties
- E: -7765.078 eV
- Frontier orbital gap: 0.390 Ha
- HOMO: -9.68 eV
- SMILES string: Cc1cnoc1
- Relative energy (zero: lowest compared OMol25 entry of this formula, charge and spin): 1.448 eV
- Charge: 0
- 2S+1: 1

=====

No. 3
This record from the Open Molecules 2025 dataset describes 2 unconnected molecules or ions with the total composition C4H9N2. The level of theory is the ωB97M-V functional and the def2-TZVPD basis.

The geometry in XYZ format:
```
15
Properties=species:S:1:pos:R:3:forces:R:3
C -1.4823 0.1406 1.5340 0.674 0.156 -0.268
C -0.2958 0.0602 0.7368 -0.484 -0.244 -3.239
C 1.5128 0.1519 -1.8752 0.627 0.150 -0.079
C 0.1547 -0.3074 -1.6981 -0.347 0.060 2.502
N -0.5608 1.2677 1.5306 0.426 0.248 1.086
N -0.4191 -0.7797 1.9776 0.206 -0.238 0.964
H -2.5399 0.0295 1.5719 -0.409 -0.156 -0.050
H 1.8479 -0.2559 -2.8419 -0.085 0.043 -0.128
H 2.2032 -0.2845 -1.1516 -0.099 0.014 -0.036
H 1.6104 1.2327 -1.9070 0.004 -0.012 0.012
H -0.0371 -1.3634 -1.5836 -0.080 -0.077 -0.098
H -0.6824 0.3150 -1.9660 -0.176 0.046 -0.087
H -0.8840 2.0623 0.9845 -0.131 -0.280 -0.308
H 0.1281 -0.4829 2.7922 -0.068 0.042 -0.040
H -0.5555 -1.7861 1.8958 -0.059 0.249 -0.231
```
Forces are in eV/Å.

Properties
- E: -7261.419 eV
- Frontier orbital gap: 0.311 Ha
- HOMO: -13.54 eV
- Relative energy (zero: lowest compared OMol25 entry of this formula, charge and spin): 6.722 eV
- Charge: +1
- 2S+1: 1